[1]
Density functional theory data (ωB97M-V/def2-TZVPD) for 2 unconnected molecules or ions with the total composition C6H12O.

Summary:
* energy relative to the best compared isomer or geometry (same formula, charge and spin): 32.97 kcal/mol
* total charge: 0
* SMILES: C=CCC.CC=O
* HOMO level: -9.35 eV
* orbital gap: 10.409 eV

Last column: natural (NBO) charge in e.
Cartesian coordinates (Å):
C -0.286 -2.233 -0.117  -0.390
C 0.004 -1.459 0.926  -0.188
C 1.177 -0.518 1.009  -0.450
C 0.844 0.822 1.674  -0.599
H -1.125 -2.924 -0.095  0.195
H 0.297 -2.197 -1.033  0.210
H -0.621 -1.516 1.820  0.188
H 1.591 -0.358 0.006  0.213
H 1.967 -1.009 1.595  0.212
H 1.753 1.346 1.987  0.211
H 0.293 1.487 0.999  0.196
H 0.222 0.675 2.565  0.203
C -1.378 1.252 -1.224  -0.738
C -0.198 0.958 -2.113  0.445
O 0.167 -0.151 -2.423  -0.526
H -1.543 0.422 -0.532  0.251
H -1.234 2.191 -0.681  0.221
H -2.271 1.368 -1.852  0.244
H 0.341 1.845 -2.510  0.102


[2]
Density functional theory data (ωB97M-V/def2-TZVPD) for a molecular structure, C3H4N2S2 at a distorted geometry.

Summary:
* energy relative to the best compared isomer or geometry (same formula, charge and spin): 89.22 kcal/mol
* total charge: 0
* HOMO level: -9.34 eV
* orbital gap: 7.586 eV

Last column: natural (NBO) charge in e.
Cartesian coordinates (Å):
C -1.376 -0.679 -0.118  0.260
C 0.892 0.545 0.075  0.043
C 1.950 -0.464 0.483  -0.371
H -3.304 0.529 -0.096  0.351
H -0.810 -1.568 0.075  0.199
H -0.681 1.433 -0.380  0.429
H 2.772 0.187 1.102  0.265
N -2.684 -0.622 -0.145  -0.627
N -0.463 0.447 -0.289  -0.616
S 1.547 2.027 -0.311  -0.058
S 2.156 -1.835 -0.397  0.126


[3]
Density functional theory data (ωB97M-V/def2-TZVPD) for 2 unconnected molecules or ions with the total composition C2HClN2 at a distorted geometry.

Summary:
* energy relative to the best compared isomer or geometry (same formula, charge and spin): 20.03 kcal/mol
* total charge: 0
* SMILES: C#CCl.N#N
* HOMO level: -10.29 eV
* orbital gap: 11.088 eV

Last column: natural (NBO) charge in e.
Cartesian coordinates (Å):
C 1.036 -0.080 0.239  -0.223
C 2.091 -0.661 0.306  -0.113
Cl 3.294 -1.795 0.342  0.125
H 0.457 0.653 -0.012  0.211
N 3.298 2.114 -0.319  0.003
N 4.289 1.711 0.009  -0.002


[4]
Density functional theory data (ωB97M-V/def2-TZVPD) for 2 unconnected molecules or ions with the total composition C3H8N4O at a distorted geometry.

Summary:
* energy relative to the best compared isomer or geometry (same formula, charge and spin): 86.73 kcal/mol
* total charge: 0
* HOMO level: -8.88 eV
* orbital gap: 9.267 eV

Last column: natural (NBO) charge in e.
Cartesian coordinates (Å):
C -0.846 -0.878 -0.527  -0.426
N 0.739 0.074 1.180  -0.767
C 0.805 1.366 0.776  0.797
C -0.831 -0.508 0.866  0.479
N 0.704 1.453 -0.749  -0.881
N 0.293 -1.711 -0.911  -0.876
N -1.749 -0.202 1.649  -0.633
O 0.564 2.368 1.395  -0.555
H 1.243 -0.536 0.533  0.396
H 1.455 0.997 -1.251  0.394
H 0.669 2.419 -1.064  0.408
H -1.545 0.536 2.318  0.379
H 0.315 -1.832 -1.916  0.366
H 0.255 -2.643 -0.507  0.359
H -0.254 0.408 -1.016  0.350
H -1.818 -1.310 -0.778  0.212


[5]
Density functional theory data (ωB97M-V/def2-TZVPD) for 3 unconnected molecules or ions with the total composition C10H10Cl2NS at a distorted geometry.

Summary:
* energy relative to the best compared isomer or geometry (same formula, charge and spin): 50.85 kcal/mol
* total charge: +1
* HOMO level: -12.77 eV
* orbital gap: 8.761 eV

Last column: natural (NBO) charge in e.
Cartesian coordinates (Å):
C -3.075 -0.661 -1.385  -0.127
C -3.449 0.401 -0.592  -0.260
C -1.934 -1.433 -1.111  -0.281
C -1.714 -0.191 1.037  -0.350
C -2.796 0.637 0.604  0.017
C -1.333 -1.213 0.067  0.063
C 3.009 0.445 -0.737  -0.021
C 2.332 1.066 -1.767  -0.402
C 1.078 0.763 0.329  -0.077
C 2.910 -0.233 1.586  -0.430
N 2.359 0.471 0.476  -0.351
S 0.750 1.553 -1.168  0.557
Cl -3.106 1.924 1.696  0.060
Cl 0.266 -2.009 0.421  -0.030
H -3.480 -0.809 -2.416  0.246
H -4.346 0.808 -0.859  0.246
H -1.507 -2.386 -1.634  0.269
H 4.013 0.084 -0.773  0.251
H 2.678 1.010 -2.827  0.291
H -1.488 -0.081 2.001  0.248
H 2.369 -1.130 1.836  0.244
H 3.950 -0.337 1.568  0.242
H 2.693 0.282 2.490  0.238
H -0.179 1.039 1.159  0.358


[6]
Density functional theory data (ωB97M-V/def2-TZVPD) for 10 unconnected molecules or ions with the total composition C53H81BI2NO19 at a distorted geometry.

Summary:
* total charge: -1
* HOMO level: -5.30 eV
* orbital gap: 6.701 eV

Last column: Mulliken charge in e.
Cartesian coordinates (Å):
C -4.890 2.015 -3.293  -1.917
C -3.443 1.582 -3.451  1.799
C -3.247 0.186 -2.872  -1.643
C -2.439 2.620 -2.936  -0.649
C -2.716 3.264 -1.567  -0.931
B -1.456 3.217 -0.495  0.656
C -0.718 4.684 -0.273  -1.571
C 0.739 4.569 0.198  0.533
C 1.744 4.566 -0.907  -0.042
O 1.724 3.865 -1.860  -0.479
N 2.852 5.519 -0.770  -0.418
C 3.832 5.111 0.211  0.148
C 3.569 5.087 1.584  -0.159
C 4.520 4.663 2.463  -0.576
C 5.785 4.270 2.012  -0.615
C 6.076 4.282 0.648  -0.507
C 5.082 4.703 -0.263  -0.315
C -1.802 2.595 1.014  -0.720
I -3.502 3.487 1.993  -0.133
C -1.860 1.089 0.925  0.846
C -3.185 0.383 0.841  -1.500
I -0.742 0.153 2.564  0.094
H -5.231 1.883 -2.271  0.362
H -5.013 3.069 -3.523  0.287
H -5.533 1.415 -3.930  0.511
H -3.267 1.485 -4.521  -0.148
H -3.607 -0.563 -3.573  0.452
H -3.789 0.055 -1.942  0.278
H -2.195 -0.022 -2.717  0.198
H -2.386 3.391 -3.704  0.474
H -1.457 2.156 -2.920  0.034
H -2.946 4.316 -1.732  0.360
H -3.623 2.845 -1.133  0.283
H -0.585 2.446 -0.910  -0.696
H -0.758 5.281 -1.182  0.443
H -1.248 5.222 0.513  0.307
H 0.861 3.646 0.764  0.167
H 0.989 5.384 0.864  0.285
H 2.446 6.406 -0.493  0.399
H 2.608 5.383 1.957  0.318
H 4.292 4.636 3.514  0.386
H 6.538 3.952 2.715  0.411
H 7.047 3.978 0.295  0.406
H 5.256 4.719 -1.324  0.500
H -0.998 2.866 1.683  0.525
H -1.255 0.840 0.067  -0.519
H -3.732 0.429 1.773  0.475
H -3.036 -0.665 0.598  0.542
H -3.770 0.838 0.050  0.144
O 1.775 3.926 3.775  -0.351
C 1.739 3.823 4.960  0.208
O 2.462 4.633 5.782  -0.409
C 2.307 4.225 7.149  -0.438
C 0.995 3.444 7.193  -0.540
C 0.959 2.824 5.795  0.021
H 3.164 3.605 7.421  0.262
H 2.307 5.118 7.769  0.313
H 0.959 2.724 8.008  0.293
H 0.159 4.134 7.311  0.295
H 1.483 1.868 5.748  0.060
H -0.038 2.698 5.383  0.258
O 0.069 0.018 -3.724  -0.596
C 0.849 -0.143 -2.827  0.307
O 0.734 -1.181 -1.974  -0.306
C 1.739 -1.099 -0.938  0.171
C 2.845 -0.229 -1.528  -0.511
C 2.038 0.709 -2.436  0.410
H 1.295 -0.634 -0.059  -0.253
H 2.059 -2.106 -0.687  0.207
H 3.429 0.281 -0.766  0.450
H 3.522 -0.841 -2.127  0.144
H 1.657 1.591 -1.914  -0.630
H 2.571 1.031 -3.326  0.511
O 3.595 -1.768 1.825  -0.526
C 4.661 -2.078 1.381  0.538
O 4.871 -2.245 0.057  -0.259
C 6.209 -2.729 -0.190  -0.010
C 7.010 -2.310 1.041  -0.574
C 5.946 -2.371 2.137  -0.610
H 6.168 -3.811 -0.318  -0.152
H 6.563 -2.283 -1.114  0.326
H 7.874 -2.947 1.215  0.357
H 7.361 -1.284 0.926  0.286
H 5.859 -3.368 2.573  0.273
H 6.080 -1.646 2.935  0.345
O -0.228 -7.122 1.088  -0.646
C -0.085 -5.997 1.480  0.484
O 0.029 -5.713 2.793  -0.404
C 0.111 -4.281 2.994  -0.079
C 0.609 -3.727 1.667  0.690
C 0.004 -4.716 0.672  -0.348
H -0.880 -3.911 3.260  0.009
H 0.784 -4.096 3.827  0.125
H 0.323 -2.694 1.507  -0.177
H 1.698 -3.780 1.625  -0.173
H -1.005 -4.435 0.365  0.272
H 0.608 -4.871 -0.218  0.211
O 4.999 -5.019 -2.384  -0.582
C 4.975 -6.082 -1.839  0.623
O 6.009 -6.502 -1.066  -0.383
C 5.783 -7.850 -0.613  -0.426
C 4.273 -8.051 -0.690  -0.438
C 3.903 -7.156 -1.873  -0.422
H 6.329 -8.525 -1.275  0.250
H 6.187 -7.939 0.393  0.322
H 3.988 -9.093 -0.807  0.339
H 3.802 -7.680 0.215  0.208
H 3.983 -7.676 -2.830  0.265
H 2.918 -6.707 -1.799  0.264
O -6.560 -0.881 1.318  -0.597
C -6.019 -1.659 2.044  0.620
O -5.296 -1.271 3.119  -0.355
C -4.691 -2.403 3.767  -0.135
C -5.548 -3.596 3.350  -0.513
C -6.004 -3.177 1.953  -0.488
H -3.658 -2.490 3.424  0.090
H -4.683 -2.219 4.838  0.255
H -5.003 -4.538 3.386  0.324
H -6.414 -3.680 4.009  0.286
H -5.291 -3.460 1.177  0.214
H -6.989 -3.541 1.678  0.320
O -3.307 0.664 -6.967  -0.525
C -2.232 0.363 -7.391  0.308
O -2.041 0.158 -8.728  -0.424
C -0.701 -0.290 -8.976  -0.454
C 0.110 0.180 -7.774  -0.659
C -0.927 0.128 -6.651  0.379
H -0.714 -1.379 -9.063  0.235
H -0.374 0.135 -9.923  0.347
H 0.993 -0.429 -7.595  0.341
H 0.435 1.210 -7.928  0.314
H -0.976 -0.850 -6.173  0.185
H -0.780 0.875 -5.879  -0.038
O -1.379 -2.534 5.619  -0.484
C -0.588 -2.714 6.491  0.357
O -0.710 -3.726 7.390  -0.389
C 0.328 -3.648 8.379  -0.446
C 1.450 -2.843 7.725  -0.586
C 0.662 -1.910 6.805  -0.071
H -0.078 -3.148 9.261  0.259
H 0.613 -4.661 8.648  0.332
H 2.084 -2.336 8.449  0.320
H 2.078 -3.506 7.129  0.282
H 0.349 -0.993 7.307  0.186
H 1.175 -1.647 5.884  0.261
O -9.119 5.660 -6.284  -0.588
C -8.160 4.964 -6.446  0.355
O -7.886 4.404 -7.649  -0.355
C -6.735 3.541 -7.552  -0.445
C -5.967 4.034 -6.332  0.072
C -7.099 4.548 -5.442  -0.321
H -7.087 2.515 -7.430  0.283
H -6.178 3.614 -8.482  0.292
H -5.354 3.261 -5.875  -0.144
H -5.314 4.861 -6.614  0.227
H -7.517 3.762 -4.811  0.232
H -6.824 5.391 -4.816  0.403


Among the records above, which one has the lowest HOMO level? C10H10Cl2NS